# 1
Molecular formula: C21H22N2O9S
Method: DFT, ωB97M-V with the def2-TZVPD basis set

Structure (XYZ):
```
55
Properties=species:S:1:pos:R:3:forces:R:3
C 2.0848 2.2610 -1.0323 -3.9669 -1.2211 -1.6916
C 3.3208 1.6186 -0.8789 5.6920 -1.0117 -1.4413
H 3.7158 1.8893 0.1330 0.3702 -0.7213 -1.1389
H 4.0703 1.7934 -1.7478 -1.1048 0.6740 1.6587
O 3.3181 0.1191 -1.1088 -1.5436 0.8436 4.6276
C 2.9088 -0.4140 0.1555 -1.8333 -1.0906 0.1932
O 2.6225 0.3102 1.1440 1.0172 -2.5169 -2.9984
C 2.6458 -2.0175 0.0682 2.8890 5.6452 -1.0686
C 1.7878 -2.6569 0.9260 -0.7864 17.6670 3.0009
N 0.9613 -1.8966 1.8462 -1.3129 -6.9761 0.5527
C -0.0056 -2.7371 2.6684 0.9995 -0.4068 -6.4264
O -0.1302 -3.9883 2.4411 0.3762 5.0839 2.0622
C -0.9934 -1.6755 3.0837 3.6915 -7.9717 12.6578
H -1.6814 -2.3551 3.9544 0.9995 1.7324 -2.5960
H -0.4596 -1.1200 3.8623 0.9029 0.0566 0.3120
O -1.6419 -0.8911 2.4399 -7.0041 5.7804 -8.6683
C -1.2824 0.4023 1.9667 3.2377 -2.1329 6.3660
O -0.2682 0.8560 2.5280 -3.1747 -0.0690 -2.9615
C -2.4256 0.9127 1.1834 7.7857 -1.7671 -0.6857
C -3.2922 1.6773 1.7500 -5.6974 2.1272 -2.5184
C -4.2207 2.2827 0.7524 -0.8703 1.2828 11.0050
C -3.8195 2.3782 -0.4312 -3.9117 4.1176 -9.4669
C -2.8854 1.6815 -0.9739 6.2755 -3.1675 -0.9863
C -1.9257 1.0354 -0.1057 -6.5569 0.3916 -5.2764
N -1.1198 0.0222 -0.8046 1.3869 8.6846 -4.9824
O -0.4333 -0.4624 -0.0337 3.6098 -5.0890 1.8198
O -0.6407 0.5420 -2.1123 -2.4266 -3.2924 4.5497
H -2.7467 1.6153 -2.0375 0.1413 0.0852 -0.2114
O -4.7139 3.1674 -1.2818 0.6561 -0.1070 1.8460
C -4.6382 3.2890 -2.6930 -1.0368 -5.0953 0.9972
H -5.5302 3.7480 -3.0149 -0.5846 1.2461 -0.2348
H -3.7265 3.5818 -3.0540 2.1591 1.6418 -0.8324
H -4.7471 2.2269 -3.1305 0.1145 1.1504 0.3758
O -5.2456 3.0985 1.1071 -0.5848 -0.1963 2.5872
C -5.5615 3.1009 2.5442 -1.1229 -0.4073 3.0071
H -6.5742 3.6343 2.8630 2.2499 -0.4366 -1.7589
H -5.9341 1.9821 2.8816 1.8203 2.5050 -0.6722
H -4.6764 3.6874 3.3624 -2.4443 -2.2193 -2.9182
H -3.5169 1.5986 2.7529 -0.3261 0.2500 1.9394
H 1.2174 -0.9961 2.0845 0.7058 2.2293 0.6276
S 1.7556 -4.0608 0.7547 1.1556 -17.7414 -2.3691
C 3.1432 -4.0875 -0.3256 -1.4799 -4.4767 -2.3530
C 3.4642 -2.8613 -0.7652 -0.6197 1.8262 1.0297
C 4.4917 -2.4275 -1.8209 -2.5408 -8.3976 3.2122
C 5.5765 -3.5761 -1.9843 -5.4796 1.6920 -1.3185
C 4.3791 -3.1271 -3.0667 5.3583 1.5302 -0.5441
H 4.7323 -2.5495 -3.9637 -0.1874 -0.8537 0.9219
H 3.7399 -3.8604 -3.2785 -2.8721 -2.5375 -0.4613
H 6.4221 -3.1127 -2.1304 4.6596 1.9610 -1.3207
H 5.6736 -4.4490 -1.3669 -1.0004 -0.2060 0.0614
H 4.5670 -1.4799 -1.7401 1.7571 6.2824 0.0126
H 3.1948 -5.0558 -1.0003 0.3210 1.8486 1.7704
H 1.9905 3.2556 -1.2496 1.2196 3.0241 -0.4602
H 1.5996 1.8803 -1.9464 -0.4206 -0.4443 0.5519
H 1.4533 2.2102 -0.1738 -0.6623 -0.8061 0.6154
```
Positions in Å, forces in eV/Å.

Relative energy (zero: lowest compared OMol25 entry of this formula, charge and spin) (eV): 17.221
Kohn-Sham gap (eV): 5.992
2S+1: 1
LUMO level (eV): -2.00
Calculated total energy (eV): -54356.4396

# 2
Molecular formula: C21H22N3OS2V
Method: DFT, ωB97M-V with the def2-TZVPD basis set

Structure (XYZ):
```
50
Properties=species:S:1:pos:R:3:forces:R:3
V 0.1588 -0.5063 0.6079 -0.1366 -0.2008 0.4303
S -4.0181 1.0216 0.0555 -0.1746 0.3337 -0.0109
C -4.1831 -0.0910 1.3341 -0.0354 -0.2192 -0.0373
C -3.0146 -0.7390 1.6104 0.2995 0.1631 0.1321
C -1.8933 -0.3011 0.8202 -0.7257 0.0292 0.2667
C -2.3416 0.6660 -0.0552 0.6203 0.0517 -0.6180
C -1.4353 1.2180 -1.0697 -0.2911 -0.2026 0.2306
C -1.7418 2.2473 -1.9574 -0.1485 -0.0140 -0.0136
C -0.8204 2.6208 -2.9109 0.0050 0.1257 -0.1090
C 0.4124 1.9779 -2.9696 -0.0460 -0.0277 0.0455
C 0.6634 0.9944 -2.0403 -0.0095 -0.0881 0.1307
N -0.2226 0.6136 -1.1051 -0.0567 0.5348 -0.6176
H -5.1463 -0.2252 1.8025 0.0191 -0.0371 -0.0149
H -2.9598 -1.4888 2.3889 0.0565 0.0033 -0.0093
H -2.7080 2.7321 -1.8970 0.0221 -0.0134 -0.0079
H -1.0588 3.4118 -3.6114 0.0121 -0.0261 0.0107
H 1.1560 2.2305 -3.7112 -0.0120 0.0092 0.0030
H 1.6123 0.4695 -2.0306 0.0182 -0.0115 0.0041
C 2.8499 0.9316 3.7685 -0.1309 0.0292 0.3585
S 2.2291 0.3495 2.2226 -0.3235 -0.7368 0.0240
O 1.0286 -0.5786 2.5657 0.9752 0.5876 -0.2466
C 1.4784 1.8325 1.5998 0.0307 -0.0345 0.1543
C 2.2144 2.6354 0.7302 -0.2101 0.0169 -0.0323
C 1.6191 3.7855 0.2454 -0.0562 0.0166 -0.0268
C 0.3125 4.1065 0.6144 0.0895 0.0576 -0.0815
C -0.4034 3.2930 1.4753 -0.0335 -0.1257 0.0692
C 0.1807 2.1405 1.9921 0.0045 0.1457 -0.1442
H 1.9968 1.3108 4.3311 0.1136 0.0233 0.1137
H 3.5746 1.7171 3.5574 -0.0066 0.0029 0.0344
H 3.3250 0.0933 4.2741 -0.0078 0.0258 0.0294
H 3.2152 2.3565 0.4228 0.0084 -0.0121 0.0497
H 2.1645 4.4282 -0.4330 -0.0161 0.0011 0.0070
H -0.1476 5.0028 0.2188 0.0124 -0.0130 0.0022
H -1.4199 3.5423 1.7507 0.0146 0.0098 -0.0133
H -0.3678 1.4926 2.6641 0.0234 -0.0157 0.0371
C -1.3735 -4.3319 -2.9549 0.0844 -0.0792 0.0338
C -0.4808 -3.8024 -1.8817 -0.0591 -0.2093 -0.2239
C 0.6264 -4.3398 -1.2490 -0.0995 -0.0081 -0.0430
C 1.0230 -3.3884 -0.3042 0.0375 0.2031 0.1987
N 0.2164 -2.3220 -0.3563 0.2545 -0.7102 -0.3426
N -0.6757 -2.5988 -1.3368 -0.0580 0.4491 0.3240
C 2.1554 -3.4431 0.6687 0.0714 -0.0775 -0.0150
H -1.0770 -5.3448 -3.2166 0.0036 0.0082 0.0071
H -1.3180 -3.7212 -3.8564 0.0245 0.0269 0.0177
H -2.4131 -4.3589 -2.6274 0.0138 0.0161 0.0315
H 1.0746 -5.3007 -1.4369 -0.0132 0.0239 0.0045
H -1.4331 -1.9463 -1.4701 -0.0702 -0.0686 -0.0762
H 2.4963 -4.4695 0.7905 -0.0116 0.0082 0.0013
H 1.8600 -3.0655 1.6483 -0.0647 0.0208 -0.0289
H 3.0099 -2.8581 0.3218 -0.0177 0.0082 -0.0389
```
Positions in Å, forces in eV/Å.

Relative energy (zero: lowest compared OMol25 entry of this formula, charge and spin) (eV): 0.465
Kohn-Sham gap (spin up / spin down) (eV): 7.192 / 7.890
2S+1: 4
LUMO level (spin up / spin down) (eV): -2.79 / -2.84
Net charge: +1
Expectation value of S²: 3.765
Calculated total energy (eV): -76004.3143

# 3
Molecular formula: C21H22N4O2
Method: DFT, ωB97M-V with the def2-TZVPD basis set

Structure (XYZ):
```
49
Properties=species:S:1:pos:R:3:forces:R:3
C 3.1381 3.3087 4.8500 0.1037 -0.0232 0.1918
O 2.4500 3.4278 3.6288 -0.1704 -0.0256 -0.2851
C 1.8260 2.3287 3.1231 -0.0757 -0.1250 -0.0471
C 1.7929 1.0787 3.7300 0.2203 0.3318 0.2331
C 1.1256 0.0311 3.1169 -0.2024 -0.0156 -0.3026
C 0.4809 0.2054 1.9051 0.1014 -0.2126 0.2509
C -0.2434 -0.9405 1.2234 0.1055 0.2175 0.4253
C -1.6914 -0.5938 0.9952 0.0650 -0.1567 -0.2741
C -2.2043 -0.2983 -0.2073 0.1641 -0.1323 0.4381
C -3.6113 0.0825 -0.4037 -0.2463 0.1162 -0.0623
C -4.2435 0.9333 0.5000 0.0927 -0.0522 -0.0492
C -5.5666 1.2895 0.3187 -0.0756 0.0003 0.0436
C -6.2778 0.8026 -0.7658 -0.0506 0.0029 -0.0072
C -5.6584 -0.0448 -1.6687 -0.0759 0.0097 -0.0650
C -4.3340 -0.4013 -1.4921 0.1055 0.0166 0.0543
N -1.4177 -0.3571 -1.3510 -0.2518 0.1054 -0.2037
C -0.1765 -0.9059 -1.2612 0.6027 -0.3705 0.1026
N 0.6507 -1.2327 -2.2313 -0.3961 0.2394 -0.3337
C 1.7153 -1.7531 -1.5602 -0.3418 0.0479 0.3656
C 2.9258 -2.2576 -2.2535 0.0075 0.1583 -0.0881
C 3.5828 -1.1464 -3.0766 0.2140 -0.4425 -0.1244
C 4.6749 -1.6971 -3.9923 0.0789 0.5393 0.2477
O 4.1861 -2.6298 -4.9264 -0.2922 -0.2817 -0.3184
N 1.5708 -1.7528 -0.2559 0.7373 -0.3136 0.4445
N 0.3514 -1.2110 -0.0625 -0.5737 0.0442 -0.9072
C 0.5144 1.4588 1.3019 0.0772 0.0109 0.1456
C 1.1779 2.5070 1.8989 0.0739 0.0701 0.0663
H 3.5596 4.2930 5.0478 -0.0099 -0.0906 0.0314
H 2.4632 3.0343 5.6674 0.0307 -0.0061 -0.0356
H 3.9483 2.5752 4.7852 -0.0418 0.0163 0.0077
H 2.2848 0.9041 4.6738 0.0583 0.0302 0.0835
H 1.1148 -0.9375 3.5952 0.0087 -0.1203 0.0335
H -0.1470 -1.8417 1.8457 -0.0277 0.1545 -0.1335
H -2.3142 -0.5669 1.8725 -0.1545 0.0175 0.0428
H -3.6846 1.3263 1.3359 0.0702 0.0539 0.0629
H -6.0446 1.9533 1.0238 -0.0280 0.0586 0.0531
H -7.3110 1.0822 -0.9068 -0.0814 0.0275 -0.0138
H -6.2093 -0.4323 -2.5130 -0.0416 -0.0362 -0.0572
H -3.8691 -1.0834 -2.1901 0.0407 -0.0637 -0.0563
H -1.8124 -0.1944 -2.2615 0.0704 0.0006 0.0527
H 2.6410 -3.0696 -2.9272 0.0435 -0.0133 0.0807
H 3.6178 -2.6455 -1.5062 0.0093 -0.0598 -0.0259
H 4.0149 -0.3967 -2.4121 -0.0238 0.0926 -0.0023
H 2.8116 -0.6608 -3.6809 0.0372 0.0956 -0.0070
H 5.4263 -2.2348 -3.4091 0.0125 0.0881 -0.0080
H 5.1706 -0.8629 -4.5130 0.0114 -0.1222 0.1343
H 3.4249 -2.2400 -5.3719 0.0788 -0.0442 -0.0069
H 0.0182 1.6107 0.3542 -0.0652 0.0410 -0.1190
H 1.2132 3.4813 1.4378 0.0049 0.1211 -0.0586
```
Positions in Å, forces in eV/Å.

Structure (SMILES): COc1ccc([C@H]2C=C(c3ccccc3)Nc3nc(CCCO)nn32)cc1
Relative energy (zero: lowest compared OMol25 entry of this formula, charge and spin) (eV): 0.920
Kohn-Sham gap (eV): 8.733
2S+1: 1
LUMO level (eV): 0.71
Calculated total energy (eV): -32189.4029

# 4
Molecular formula: C21H23BF2IrN7OS2
Method: DFT, ωB97M-V with the def2-TZVPD basis set

Structure (XYZ):
```
58
Properties=species:S:1:pos:R:3:forces:R:3
Ir 0.3360 0.3629 -0.5808 1.0977 0.0887 0.0431
O 0.5503 -3.2876 -2.7468 0.2078 0.0009 -0.0459
C 0.7303 -2.3376 -1.9946 -0.3276 0.0857 -0.0605
N 0.1603 -1.1330 -2.1271 -0.7607 0.9620 0.6287
C -0.6141 -1.0204 -3.3475 0.1557 -0.4171 -0.0214
C -1.4905 0.1767 -3.4065 0.2604 -0.0175 0.0233
C -2.7752 0.0857 -3.8988 -0.3232 0.1419 -0.1126
C -3.6163 1.1860 -3.8997 0.3051 -0.0651 0.1692
C -3.1576 2.3705 -3.3353 -0.2676 -0.0524 -0.1529
C -1.8709 2.4360 -2.8792 0.2381 0.1703 -0.0027
N -1.0289 1.3774 -2.9707 -1.1935 0.0472 -0.4638
C 1.6606 -2.4354 -0.8381 0.1238 -0.4745 0.0130
C 2.4815 -3.5431 -0.7235 -0.0920 0.0253 0.0659
C 3.3656 -3.6128 0.3404 -0.0233 0.1711 0.0606
C 3.3823 -2.5638 1.2472 -0.0756 -0.1676 -0.0959
C 2.5246 -1.4938 1.0625 0.1262 0.1996 0.3303
N 1.6784 -1.4264 0.0344 -0.5015 1.1104 -0.9076
H -1.2349 -1.9117 -3.4667 -0.0713 0.0899 -0.0684
H 0.0712 -1.0200 -4.2051 -0.0717 0.0510 -0.0396
H -3.1257 -0.8655 -4.2717 0.0895 -0.0528 0.0348
H -4.6168 1.1076 -4.3005 -0.0274 0.0259 0.0179
H -3.7986 3.2364 -3.2673 0.0752 0.0511 0.0541
H -1.4666 3.3261 -2.4239 0.0873 -0.0273 -0.0849
H 2.4043 -4.3065 -1.4843 -0.0231 -0.0221 0.0145
H 4.0300 -4.4575 0.4613 0.0059 -0.0083 -0.0306
H 4.0483 -2.5658 2.0980 0.0000 0.0390 0.0078
H 2.5203 -0.6618 1.7513 -0.0172 -0.0454 -0.0369
C 1.0376 4.6107 0.5900 0.0410 0.1442 -0.1101
N 0.2982 3.7121 1.4482 0.1049 -0.4726 0.1805
C -0.8551 4.0048 2.1308 -0.1693 0.0250 0.0820
C -1.1707 2.9046 2.8549 -0.1684 0.2635 -0.0020
N -0.2152 1.9472 2.6357 0.2114 0.0589 -0.1702
B 0.0158 0.7561 3.6160 -0.0247 0.0934 -0.0446
N 0.0397 -0.6868 2.9770 -0.0766 -0.2611 -0.2415
C 0.6881 -1.6835 3.6536 0.0351 -0.1541 0.1243
C 0.3775 -2.8759 3.0821 0.0783 -0.0098 0.1477
N -0.4597 -2.6045 2.0369 0.1062 0.3520 0.1203
C -1.1047 -3.5791 1.1792 -0.0968 -0.1317 -0.1453
C -0.6531 -1.2582 1.9822 -0.1261 -0.2949 0.1254
S -1.6378 -0.5048 0.7967 0.7745 0.3857 -0.6201
C 0.6582 2.4470 1.7525 -0.1005 0.4274 0.0810
S 1.9376 1.5818 0.9808 -1.3499 -0.2343 -0.7766
H 0.3479 5.2500 0.0431 -0.0461 -0.0112 0.0499
H 1.6278 4.0293 -0.1128 -0.0111 -0.0371 0.0154
H 1.7109 5.2280 1.1845 -0.0207 0.0188 -0.0376
H -1.3508 4.9540 2.0362 0.0139 0.0104 0.0148
H -2.0047 2.7353 3.5111 0.0682 -0.0417 0.0719
H 1.0946 0.9041 4.1175 0.1023 -0.0656 0.1105
H -0.8849 0.7674 4.4046 -0.0889 0.0565 0.0823
H 1.3103 -1.4662 4.5035 -0.0013 0.0121 -0.0007
H 0.6902 -3.8740 3.3332 -0.0463 -0.0207 -0.0172
H -0.5543 -4.5154 1.2250 0.0444 0.0307 0.0259
H -1.1231 -3.2131 0.1553 0.0302 -0.0045 0.0085
H -2.1305 -3.7466 1.5058 0.0197 -0.0042 -0.0094
F -0.8933 1.9981 -0.3944 0.6436 -0.8740 -0.3209
C 0.3003 1.5313 -2.4738 1.4972 -1.3040 2.2509
F 1.2264 1.0587 -3.3384 -0.2297 0.1126 -0.4275
H 0.5287 2.5654 -2.2440 -0.2112 0.0209 0.0926
```
Positions in Å, forces in eV/Å.

Relative energy (zero: lowest compared OMol25 entry of this formula, charge and spin) (eV): 3.267
Kohn-Sham gap (spin up / spin down) (eV): 6.671 / 6.070
2S+1: 2
LUMO level (spin up / spin down) (eV): -3.86 / -4.67
Net charge: +1
Expectation value of S²: 0.763
Calculated total energy (eV): -65244.9839